P.
{
  "formula": "H18O9",
  "method": "ωB97M-V/def2-TZVPD",
  "homo_lumo_gap_ev": 10.087,
  "homo_ev": -10.5,
  "total_charge": 0,
  "species": ["O", "O", "O", "O", "O", "O", "O", "O", "O", "H", "H", "H", "H", "H", "H", "H", "H", "H", "H", "H", "H", "H", "H", "H", "H", "H", "H"],
  "coordinates": [[-26.641, 8.059, -2.038], [-23.685, 7.930, -6.636], [-27.079, 10.758, -4.436], [-25.102, 10.815, -7.768], [-24.141, 10.396, -5.276], [-26.074, 5.948, -7.229], [-26.780, 8.251, -5.612], [-28.092, 6.002, -4.558], [-25.763, 8.334, -8.308], [-26.595, 8.277, -6.574], [-27.233, 8.138, -1.323], [-24.281, 10.707, -6.182], [-26.026, 7.416, -8.219], [-27.649, 6.637, -5.065], [-26.883, 9.110, -5.293], [-24.652, 10.307, -8.408], [-25.366, 5.736, -7.794], [-27.265, 11.251, -3.602], [-22.994, 8.450, -6.967], [-25.401, 8.377, -9.191], [-24.312, 8.138, -7.290], [-26.165, 10.992, -4.578], [-25.678, 6.288, -6.482], [-26.940, 8.700, -2.679], [-26.030, 10.485, -7.936], [-24.319, 9.465, -5.281], [-28.358, 5.360, -5.158]]
}

=====

Q.
{
  "formula": "H18O9",
  "method": "ωB97M-V/def2-TZVPD",
  "homo_lumo_gap_ev": 10.327,
  "homo_ev": -10.7,
  "total_charge": 0,
  "species": ["O", "O", "O", "O", "O", "O", "O", "O", "O", "H", "H", "H", "H", "H", "H", "H", "H", "H", "H", "H", "H", "H", "H", "H", "H", "H", "H"],
  "coordinates": [[-28.299, 34.396, 24.614], [-26.869, 36.619, 24.169], [-25.378, 38.567, 27.080], [-26.874, 34.954, 21.607], [-24.446, 37.779, 23.718], [-29.810, 37.435, 25.695], [-28.841, 37.476, 22.385], [-25.213, 34.444, 26.818], [-27.459, 36.129, 27.061], [-27.725, 34.382, 21.641], [-28.309, 36.269, 26.722], [-28.364, 33.746, 25.301], [-23.893, 37.148, 23.633], [-29.069, 38.383, 22.215], [-29.168, 37.903, 25.032], [-25.233, 37.353, 23.808], [-24.515, 35.047, 27.201], [-27.966, 35.759, 27.839], [-28.579, 34.102, 23.651], [-27.602, 36.776, 23.465], [-30.376, 37.129, 25.047], [-28.978, 37.007, 21.621], [-27.073, 35.814, 24.719], [-25.957, 35.070, 26.650], [-25.775, 37.914, 26.555], [-24.926, 38.970, 26.347], [-26.604, 35.041, 22.583]]
}

=====

Energy relative to the most stable one, in kcal/mol: P 0.0; Q 30.1

=====

P.
{
  "formula": "H18O9",
  "method": "ωB97M-V/def2-TZVPD",
  "homo_lumo_gap_ev": 11.152,
  "homo_ev": -11.2,
  "total_charge": 0,
  "species": ["O", "O", "O", "O", "O", "O", "O", "O", "O", "H", "H", "H", "H", "H", "H", "H", "H", "H", "H", "H", "H", "H", "H", "H", "H", "H", "H"],
  "coordinates": [[3.616, -0.918, -1.627], [-2.431, -2.970, 1.152], [0.818, -1.597, 4.765], [1.722, -3.404, 2.503], [1.149, -0.900, -3.820], [-1.452, 1.035, -3.180], [-1.282, 3.330, -1.245], [-0.015, 0.836, -0.216], [-1.572, 4.671, 1.578], [-0.803, 0.630, 0.298], [0.874, -1.136, 3.921], [1.958, -0.837, -3.300], [-1.604, 1.961, -3.403], [-1.220, 1.054, -2.245], [-2.119, 5.388, 1.918], [-0.119, -1.799, 4.861], [-1.868, 3.437, -2.003], [2.962, -1.418, -1.126], [1.231, -1.741, -4.283], [2.610, -3.470, 2.873], [-2.712, -3.502, 1.905], [-1.878, 3.126, -0.516], [-1.496, -2.805, 1.316], [-0.198, 0.460, -1.085], [4.086, -1.589, -2.135], [1.561, -2.455, 2.450], [-1.817, 4.612, 0.647]]
}

=====

Q.
{
  "formula": "H18O9",
  "method": "ωB97M-V/def2-TZVPD",
  "homo_lumo_gap_ev": 10.836,
  "homo_ev": -11.0,
  "total_charge": 0,
  "species": ["O", "O", "O", "O", "O", "O", "O", "O", "O", "H", "H", "H", "H", "H", "H", "H", "H", "H", "H", "H", "H", "H", "H", "H", "H", "H", "H"],
  "coordinates": [[0.153, -4.514, 1.271], [0.453, -1.567, 3.724], [1.456, -2.323, -4.234], [-3.892, 3.866, 0.751], [-4.291, 0.524, 3.061], [-0.080, 0.925, -3.472], [3.768, 0.675, -2.007], [3.740, 1.061, 1.922], [-0.657, -0.278, 0.163], [-0.073, -1.218, 3.005], [3.824, 0.924, 0.978], [4.621, 0.448, -2.378], [-0.153, -0.474, -0.627], [0.210, 1.789, -3.767], [0.368, -0.917, 4.421], [-0.487, -3.842, 1.038], [1.472, -2.390, -5.189], [2.796, 1.110, 2.074], [3.136, 0.213, -2.559], [0.379, -4.325, 2.181], [-4.004, 1.084, 2.341], [0.761, -1.692, -4.049], [-4.534, 4.508, 1.052], [-1.151, 0.511, -0.058], [-1.002, 0.883, -3.725], [-3.615, 0.627, 3.730], [-3.196, 4.390, 0.354]]
}

=====

Energy relative to the most stable one, in kcal/mol: P 14.8; Q 0.0

=====

P.
{
  "formula": "H18O9",
  "method": "ωB97M-V/def2-TZVPD",
  "homo_lumo_gap_ev": 10.569,
  "homo_ev": -10.6,
  "total_charge": 0,
  "species": ["O", "O", "O", "O", "O", "O", "O", "O", "O", "H", "H", "H", "H", "H", "H", "H", "H", "H", "H", "H", "H", "H", "H", "H", "H", "H", "H"],
  "coordinates": [[0.596, -1.933, -0.252], [-2.465, 0.542, -1.223], [-1.719, -3.015, 0.189], [-0.187, 0.186, 0.689], [0.316, 0.655, 3.959], [-2.137, -1.796, -2.061], [-1.402, 3.909, 2.204], [1.369, 0.781, -2.538], [4.319, 1.090, 0.110], [-2.319, -1.806, -2.980], [0.442, -0.021, 4.639], [-0.907, 4.070, 1.376], [-1.191, -3.609, -0.377], [0.820, 1.475, -2.747], [-1.231, -1.410, -2.038], [-2.348, 0.843, -0.242], [-0.003, 0.116, 3.258], [-2.202, 3.313, 2.067], [-2.586, -0.394, -1.078], [1.417, -1.417, -0.332], [-0.406, -0.554, 0.070], [0.065, -1.864, -1.009], [-0.899, -2.547, 0.593], [2.232, 1.189, -2.783], [0.578, 0.437, 0.248], [4.838, 0.812, 0.867], [5.010, 0.950, -0.611]]
}

=====

Q.
{
  "formula": "H18O9",
  "method": "ωB97M-V/def2-TZVPD",
  "homo_lumo_gap_ev": 10.454,
  "homo_ev": -10.5,
  "total_charge": 0,
  "species": ["O", "O", "O", "O", "O", "O", "O", "O", "O", "H", "H", "H", "H", "H", "H", "H", "H", "H", "H", "H", "H", "H", "H", "H", "H", "H", "H"],
  "coordinates": [[-1.888, -19.906, 9.406], [1.225, -15.194, 9.573], [1.730, -16.907, 6.017], [-0.169, -19.729, 12.703], [2.497, -19.224, 8.386], [-2.233, -17.910, 11.425], [4.883, -18.347, 10.009], [1.183, -17.874, 10.536], [-0.092, -18.366, 7.781], [5.373, -19.173, 9.971], [-0.415, -18.777, 6.972], [-2.342, -18.212, 12.337], [0.680, -20.184, 12.705], [0.272, -17.587, 10.675], [0.014, -18.890, 12.270], [-1.888, -19.252, 10.128], [-2.796, -20.218, 9.339], [1.823, -19.104, 7.702], [1.786, -14.799, 10.252], [4.137, -18.481, 9.403], [1.468, -17.383, 9.751], [-0.714, -18.660, 8.471], [1.993, -19.218, 9.215], [-2.413, -16.963, 11.450], [1.075, -16.530, 5.419], [0.952, -14.456, 9.017], [1.439, -16.642, 6.899]]
}

=====

R.
{
  "formula": "H18O9",
  "method": "ωB97M-V/def2-TZVPD",
  "homo_lumo_gap_ev": 9.287,
  "homo_ev": -10.1,
  "total_charge": 0,
  "species": ["O", "O", "O", "O", "O", "O", "O", "O", "O", "H", "H", "H", "H", "H", "H", "H", "H", "H", "H", "H", "H", "H", "H", "H", "H", "H", "H"],
  "coordinates": [[1.481, -2.067, 0.140], [-0.503, 1.807, 1.307], [2.506, 0.036, 1.183], [1.413, -0.540, -2.265], [-1.282, 2.247, -1.587], [0.698, -0.615, 1.392], [-1.978, 1.234, -0.176], [-1.221, -1.856, -0.255], [-0.280, -0.104, -0.456], [2.818, -0.829, 1.450], [0.067, 1.875, 0.541], [-1.521, 1.568, -0.956], [1.559, -1.130, 0.318], [-0.192, -0.959, 1.316], [1.188, -0.431, -1.341], [-2.765, 1.756, -0.022], [0.824, -0.483, 2.331], [1.552, -0.033, 1.216], [1.915, -1.354, -2.295], [-0.954, 0.574, -0.445], [0.264, 0.085, 0.309], [-0.682, -2.382, -0.847], [-2.093, 2.734, -1.733], [-1.389, 1.787, 0.946], [-0.807, -0.993, -0.258], [1.637, -2.486, 0.986], [-2.254, 0.560, -0.797]]
}

=====

S.
{
  "formula": "H18O9",
  "method": "ωB97M-V/def2-TZVPD",
  "homo_lumo_gap_ev": 9.840,
  "homo_ev": -10.0,
  "total_charge": 0,
  "species": ["O", "O", "O", "O", "O", "O", "O", "O", "O", "H", "H", "H", "H", "H", "H", "H", "H", "H", "H", "H", "H", "H", "H", "H", "H", "H", "H"],
  "coordinates": [[0.842, -2.190, 1.492], [-0.820, 1.340, -1.476], [-0.296, -1.807, -0.281], [-0.150, 0.246, 0.495], [1.268, -1.587, -2.018], [2.264, -0.433, 0.071], [-1.638, 3.531, -0.636], [-2.131, 0.711, 1.182], [1.296, 0.969, 1.849], [1.966, 0.090, 0.816], [1.541, -1.178, -1.197], [-1.219, 0.531, 0.951], [-2.378, 3.555, -1.244], [-2.266, 1.624, 0.929], [0.202, -2.466, 2.149], [-0.381, 0.935, -0.128], [0.109, -2.011, -1.124], [-0.513, 0.799, -2.204], [1.007, 0.575, 2.672], [0.319, -1.769, 0.810], [-1.072, -2.367, -0.246], [-1.305, 2.636, -0.701], [2.677, -1.201, 0.467], [-0.104, -0.551, -0.034], [0.572, 0.814, 1.242], [-1.767, 1.398, -1.604], [1.976, -2.195, -2.230]]
}

=====

Energy relative to the most stable one, in kcal/mol: P 58.1; Q 0.0; R 412.3; S 138.0

=====

P.
{
  "formula": "C5H6O",
  "method": "ωB97M-V/def2-TZVPD",
  "homo_lumo_gap_ev": 10.245,
  "homo_ev": -9.1,
  "total_charge": 0,
  "species": ["O", "C", "C", "C", "C", "C", "H", "H", "H", "H", "H", "H"],
  "coordinates": [[-0.308, 1.678, -0.586], [-0.868, -0.796, -0.253], [0.437, 1.029, 0.535], [1.329, 0.075, -0.117], [-0.918, 0.660, 0.182], [0.633, -1.039, -0.330], [0.756, 1.385, 1.530], [1.093, -1.983, -0.569], [-1.330, -0.997, -1.228], [-1.398, -1.390, 0.503], [2.348, 0.334, -0.394], [-1.775, 1.045, 0.727]]
}

=====

Q.
{
  "formula": "C5H6O",
  "method": "ωB97M-V/def2-TZVPD",
  "homo_lumo_gap_ev": 9.590,
  "homo_ev": -8.8,
  "total_charge": 0,
  "species": ["O", "C", "C", "C", "C", "C", "H", "H", "H", "H", "H", "H"],
  "coordinates": [[-1.860, -0.385, -0.877], [-0.250, -1.683, 0.375], [-0.263, 0.915, -0.521], [-0.540, -0.467, -0.387], [1.003, 1.516, -0.049], [-1.682, 0.906, -0.345], [0.984, 1.847, 0.952], [0.569, -1.452, 1.083], [-1.141, -1.949, 0.833], [1.759, 0.754, -0.116], [1.305, 2.407, -0.683], [0.115, -2.409, -0.266]]
}

=====

Energy relative to the most stable one, in kcal/mol: P 0.0; Q 53.1